Entry 1:
82
Properties=species:S:1:pos:R:3:forces:R:3 method="wB97M-V/def2-TZVPD" total_energy_ev=-79154.6181 de_lowest_kcal_mol=66.49 s_squared=6.08 multiplicity=5 total_charge=-1 lumo_ev="2.17 / 0.38"
Ir 0.218 -1.301 1.121 -1.1 1.9 0.0
O 0.613 -0.506 2.820 -0.5 0.2 0.9
C 1.333 -1.157 3.756 0.4 1.2 0.5
C 0.889 -1.000 5.070 0.0 -0.2 -1.0
C 1.637 -1.577 6.072 1.0 -0.5 0.6
C 2.938 -1.991 5.812 1.3 0.0 -0.3
C 3.507 -1.928 4.532 -1.0 -0.5 -0.2
C 2.627 -1.733 3.434 -1.2 0.2 -1.0
C 2.879 -2.068 2.062 1.4 -0.1 0.7
N 2.062 -1.872 1.018 -0.1 -0.2 -0.2
N 2.421 -2.184 -0.242 -2.2 -0.4 -1.0
C 1.332 -2.162 -1.071 2.5 -0.4 0.7
O 0.088 -1.823 -0.799 0.7 1.1 0.5
C 1.542 -2.611 -2.409 1.7 0.0 -0.5
C 2.890 -2.683 -2.871 -1.5 0.1 -0.9
C 3.097 -2.936 -4.206 1.7 0.1 0.1
C 2.047 -3.231 -5.027 -0.8 -0.7 -1.2
C 0.761 -3.284 -4.544 -0.4 -0.1 -0.2
C 0.475 -2.926 -3.241 -0.3 0.2 0.0
H -0.003 -0.400 5.251 0.0 -0.5 -0.1
H 1.314 -1.748 7.079 -0.5 0.4 0.4
H 3.583 -2.328 6.635 -0.4 0.2 -0.2
H 4.558 -2.108 4.322 -0.1 -0.3 0.2
H 3.804 -2.585 1.803 0.0 0.2 0.1
H 3.681 -2.439 -2.208 0.5 0.1 0.5
H 4.099 -2.913 -4.659 -0.3 0.0 0.5
H 2.179 -3.508 -6.068 0.3 0.1 0.0
H 0.007 -3.644 -5.225 -0.4 0.2 0.0
H -0.552 -2.824 -2.873 0.4 -0.2 -0.1
C 2.171 3.312 0.797 -0.2 0.3 -0.5
C 0.907 4.154 1.153 0.1 -1.2 0.5
C 1.122 4.696 2.553 0.4 0.2 0.5
C 0.742 5.315 0.202 -0.9 0.2 -0.2
C -0.412 3.283 1.187 1.0 0.5 -0.5
C -1.573 3.888 1.675 -0.5 -0.4 -0.4
C -2.749 3.172 1.894 -1.0 0.7 0.4
C -2.841 1.833 1.544 1.1 -0.2 0.7
S -4.047 0.616 2.124 2.4 -0.1 -0.9
C -2.740 -0.599 1.794 0.6 0.0 1.2
N -1.670 -0.188 1.177 -0.6 0.7 0.4
C -1.639 1.245 1.082 -1.0 -1.4 0.0
C -0.449 1.947 0.823 -1.3 0.1 0.4
C -2.346 -2.883 1.703 1.6 -1.5 -1.1
C -3.210 -3.957 1.568 0.1 0.6 0.4
C -2.860 -5.078 0.865 -0.4 -1.2 -0.6
C -1.606 -5.169 0.273 0.4 0.5 0.2
C -0.743 -4.086 0.417 0.0 -0.2 0.1
C -1.054 -2.916 1.134 -2.1 -1.7 1.3
H 3.099 3.892 0.733 -0.4 0.6 -0.1
H 2.067 2.845 -0.188 -0.1 -0.2 0.2
H 2.453 2.572 1.538 -0.6 -0.4 0.1
H 2.044 5.297 2.569 -0.1 -0.2 0.1
H 1.175 3.894 3.288 0.3 -0.1 0.0
H 0.323 5.337 2.899 -0.3 0.3 -0.1
H 1.626 5.937 0.117 0.3 0.0 0.0
H -0.089 5.965 0.535 0.3 -0.2 -0.2
H 0.468 4.918 -0.767 0.1 0.1 -0.5
H -1.553 4.960 1.787 -0.2 0.1 0.6
H -3.600 3.619 2.451 0.6 0.0 -0.7
H 0.367 1.387 0.419 0.5 -0.2 0.1
H -4.144 -3.922 2.065 -1.0 0.1 0.3
H -3.618 -5.866 0.730 0.5 0.3 0.2
H -1.235 -6.044 -0.265 -0.4 0.2 0.1
H 0.227 -4.157 -0.077 -0.1 0.0 0.2
C 0.487 3.211 -4.161 0.8 1.0 0.9
C -0.700 2.364 -3.864 -0.8 -1.3 0.6
C -1.779 2.801 -3.037 0.9 0.5 -0.8
C -2.815 1.945 -2.777 -1.5 -0.3 0.9
C -2.780 0.594 -3.174 -1.1 1.4 0.8
C -1.800 0.157 -3.982 1.9 -0.8 -1.4
C -0.738 1.034 -4.319 -1.4 0.4 0.4
S -3.864 -0.543 -2.347 -0.2 -1.5 -0.2
O -5.125 0.089 -1.950 0.6 -0.2 -0.6
O -3.803 -1.847 -3.049 -0.3 1.7 0.6
O -2.820 -1.789 2.447 -0.7 1.5 -1.3
H 0.251 4.296 -4.164 0.0 -0.6 0.1
H 0.927 3.004 -5.130 0.1 -0.3 -0.1
H 1.276 3.055 -3.367 -0.7 0.1 -0.8
H -1.775 3.828 -2.625 -0.1 -0.7 -0.4
H -3.753 2.261 -2.271 1.0 0.0 0.0
H -1.843 -0.860 -4.406 0.3 0.5 0.5
H 0.016 0.653 -4.968 0.6 -0.1 -0.3

Entry 2:
85
Properties=species:S:1:pos:R:3:forces:R:3 method="wB97M-V/def2-TZVPD" total_energy_ev=-103693.7350 de_lowest_kcal_mol=0.00 s_squared=3.77 multiplicity=4 lumo_ev="0.31 / 0.10"
V -0.921 -0.072 0.342 -0.7 -0.2 0.2
N -4.697 2.223 1.185 0.0 0.0 0.0
C -3.484 1.612 1.108 0.3 0.1 0.2
S -3.440 -0.054 0.711 0.1 0.0 -0.1
N -2.458 2.421 1.381 0.0 -0.2 0.0
N -1.248 1.814 1.283 0.3 0.1 -0.1
C -0.200 2.514 1.623 -0.8 0.1 0.2
C -0.312 3.865 2.234 0.1 0.1 -0.1
C -0.640 3.998 3.579 0.0 0.0 0.0
C -0.723 5.256 4.156 0.0 0.0 0.0
C -0.480 6.391 3.394 0.0 0.0 0.0
C -0.150 6.264 2.052 0.0 0.0 0.0
C -0.064 5.004 1.476 0.0 0.0 0.1
C 1.090 1.861 1.497 0.0 -0.3 0.1
C 2.263 2.391 2.042 0.0 0.1 -0.1
C 3.435 1.675 1.928 0.1 -0.2 -0.1
C 3.414 0.431 1.295 0.0 0.1 0.1
C 2.212 -0.032 0.801 0.0 0.1 0.1
N 1.073 0.661 0.887 0.2 -0.1 -0.4
H -5.508 1.633 1.225 0.0 0.0 0.0
H -4.723 3.116 1.649 0.0 0.0 0.0
H -0.837 3.109 4.166 0.0 0.0 0.0
H -0.981 5.351 5.203 0.0 0.0 0.0
H -0.546 7.372 3.845 0.0 0.0 0.0
H 0.039 7.146 1.454 0.0 0.0 0.0
H 0.196 4.901 0.429 0.0 0.0 0.0
H 2.235 3.346 2.548 0.0 0.0 0.0
H 4.354 2.067 2.343 0.0 0.0 0.0
H 4.303 -0.177 1.200 0.0 0.0 0.0
H 2.135 -1.004 0.332 0.0 0.0 0.0
C -0.722 -4.455 -5.300 0.0 0.0 0.0
N 0.130 -3.781 -4.345 0.1 0.0 0.0
C 0.722 -4.361 -3.235 -0.1 -0.1 0.0
C 1.501 -3.431 -2.664 0.0 0.1 0.0
N 1.386 -2.283 -3.435 -0.1 -0.1 0.1
C 0.538 -2.493 -4.477 0.1 -0.1 -0.1
S 0.132 -1.441 -5.725 -0.1 0.1 0.0
C 2.096 -1.072 -3.176 0.2 0.1 0.0
C 3.412 -0.974 -3.598 0.0 0.0 0.0
C 4.096 0.195 -3.304 0.0 0.0 0.0
C 3.436 1.195 -2.609 0.0 -0.1 0.0
C 2.119 0.978 -2.233 -0.1 0.2 0.1
N 1.451 -0.139 -2.505 0.0 0.0 -0.1
H -0.856 -5.483 -4.974 0.0 0.0 0.0
H -0.263 -4.432 -6.288 0.0 0.0 0.0
H -1.690 -3.957 -5.362 0.0 0.0 0.0
H 0.512 -5.374 -2.942 0.0 0.0 0.0
H 2.098 -3.458 -1.770 0.0 0.0 0.0
H 3.868 -1.788 -4.144 0.0 0.0 0.0
H 5.125 0.320 -3.614 0.0 0.0 0.0
H 3.927 2.123 -2.356 0.0 0.0 0.0
H 1.571 1.731 -1.674 0.0 -0.1 0.0
N -1.512 0.993 -3.741 0.0 0.0 0.0
C -1.291 2.306 -3.395 0.0 0.0 0.0
C -1.165 2.317 -2.039 0.1 0.1 0.1
N -1.276 1.038 -1.554 0.1 0.3 0.1
C -1.492 0.276 -2.599 0.0 0.1 -0.2
C -1.724 -1.128 -2.397 0.0 -0.2 0.0
N -1.443 -1.672 -1.231 0.2 0.1 -0.1
C -1.928 -2.953 -1.289 0.0 0.0 0.2
C -2.498 -3.175 -2.506 0.0 0.0 0.0
N -2.366 -1.998 -3.206 0.0 0.0 0.1
H -1.449 0.597 -4.666 0.0 -0.1 -0.1
H -1.243 3.089 -4.129 0.0 0.0 0.0
H -1.012 3.157 -1.380 0.0 0.0 0.0
H -1.839 -3.616 -0.446 0.0 0.0 0.0
H -2.987 -4.037 -2.924 0.0 0.0 0.0
H -2.648 -1.827 -4.155 0.0 0.0 -0.1
C -0.614 -1.321 5.990 0.0 0.0 0.0
C -1.244 -0.377 5.149 0.0 0.0 0.1
C -1.172 -0.514 3.792 0.0 0.0 -0.1
C -0.470 -1.588 3.179 -0.1 0.1 -0.1
C -0.391 -1.675 1.742 0.1 0.1 0.1
C 0.306 -2.772 1.273 0.0 -0.1 -0.1
C 0.912 -3.746 2.107 0.0 0.0 0.0
C 0.842 -3.633 3.463 0.0 0.1 0.0
C 0.145 -2.537 4.034 0.0 -0.1 0.1
C 0.057 -2.375 5.442 0.0 -0.1 0.0
H -0.672 -1.213 7.066 0.0 0.0 0.0
H -1.795 0.448 5.585 0.0 0.0 0.0
H -1.675 0.192 3.142 0.0 0.0 0.0
H 0.432 -2.905 0.196 0.0 0.0 0.0
H 1.442 -4.583 1.663 0.0 0.0 0.0
H 1.308 -4.363 4.115 0.0 0.0 0.0
H 0.536 -3.110 6.079 0.0 0.0 0.0

Entry 3:
80
Properties=species:S:1:pos:R:3:forces:R:3 method="wB97M-V/def2-TZVPD" total_energy_ev=-75062.9487 de_lowest_kcal_mol=33.43 total_charge=+1 lumo_ev=-4.88
Sn 0.712 -0.869 -1.430 -0.3 0.0 -0.3
C 3.899 -2.689 0.491 0.8 -0.7 -1.9
C 3.092 -3.361 -0.438 0.4 0.0 -1.2
C 1.781 -3.758 -0.113 0.7 0.0 -0.2
C 1.323 -3.510 1.165 0.2 0.7 1.6
C 2.183 -2.876 2.073 -0.2 0.0 -0.9
C 3.479 -2.469 1.742 -2.6 -0.2 1.9
H 4.898 -2.395 0.242 0.3 0.1 -0.5
H 3.543 -3.534 -1.468 -0.9 0.1 1.4
H 1.138 -4.268 -0.812 0.1 -0.1 -0.3
H 0.325 -3.728 1.583 0.4 -0.2 -0.9
H 1.792 -2.608 3.022 -0.2 0.0 0.9
H 3.989 -1.973 2.536 0.9 0.3 0.0
C -3.247 -1.774 -4.205 0.7 0.4 0.3
Te -3.809 0.188 -4.724 -1.3 0.4 -0.1
C -1.959 0.385 -5.674 -0.4 0.1 -1.5
C -1.192 -0.826 -5.305 1.2 0.6 -0.2
C 0.168 -0.846 -5.717 -0.6 0.9 0.2
C 1.015 -1.827 -5.249 -0.6 0.6 -1.4
C 0.392 -2.805 -4.533 0.7 -1.6 1.5
C -0.931 -2.798 -4.115 0.2 -1.7 0.0
C -1.782 -1.817 -4.514 0.6 1.4 -0.8
H -3.764 -2.432 -4.848 -0.6 -0.9 -0.6
H -3.471 -2.015 -3.175 0.1 0.0 0.2
H -1.566 1.286 -5.271 0.8 0.7 0.4
H -1.983 0.517 -6.778 -0.4 -0.1 0.7
H 0.559 -0.034 -6.364 -0.4 -0.5 0.5
H 2.042 -1.875 -5.614 -0.2 -0.1 0.4
H 1.023 -3.622 -4.224 -0.1 -0.4 0.2
H -1.373 -3.644 -3.587 0.5 0.1 0.1
N -1.633 1.793 0.249 -2.0 -0.3 -0.6
C -1.892 1.418 -1.029 0.4 0.6 1.7
N -3.097 1.072 -1.401 -1.5 0.1 0.7
S -0.694 1.453 -2.187 1.6 -0.3 -1.0
H -2.324 1.636 0.967 -0.1 -0.1 -0.1
H -0.720 1.920 0.591 1.3 0.0 -0.1
H -3.900 1.174 -0.751 0.8 -0.3 -0.9
H -3.221 0.852 -2.410 -0.3 0.1 0.6
O -1.701 -1.931 -1.159 0.0 0.3 0.2
C -1.551 -1.508 0.002 -1.2 -1.1 -0.9
O -0.497 -0.903 0.360 1.4 0.7 0.4
C -2.602 -1.703 1.028 -0.2 0.2 1.0
C -2.249 -1.858 2.375 -1.0 0.5 -1.7
C -3.285 -2.020 3.290 1.1 -0.7 3.0
C -4.611 -2.038 2.954 0.5 0.1 -1.8
O -5.770 -2.327 3.628 1.6 -0.1 1.1
C -6.807 -2.256 2.719 0.1 2.0 -1.1
O -6.239 -1.850 1.471 -1.5 -0.2 -1.4
C -4.928 -1.799 1.595 1.1 -0.6 1.2
C -3.963 -1.673 0.634 0.9 0.4 -1.1
H -1.213 -1.813 2.689 -0.2 -0.1 0.0
H -2.887 -2.199 4.316 -1.0 0.1 -0.6
H -7.461 -1.439 2.945 -0.7 0.3 0.7
H -7.336 -3.150 2.578 -0.5 -1.5 0.1
H -4.116 -1.495 -0.450 -0.4 -0.3 0.9
C 1.904 0.510 -0.013 -0.3 0.2 0.5
C 2.271 1.428 0.720 0.6 -0.8 -0.6
C 2.852 2.504 1.341 0.0 -0.2 1.3
C 3.659 2.286 2.564 -1.3 -0.7 -1.7
C 4.575 3.256 2.972 -0.1 0.1 0.1
C 5.236 3.077 4.154 -0.1 -1.2 0.8
C 4.964 1.924 4.902 -0.2 0.3 -0.5
C 4.120 0.910 4.446 -0.7 -0.1 -0.6
C 3.412 1.057 3.240 3.1 2.9 1.5
C 2.367 3.782 0.882 -0.2 -0.4 0.9
C 2.137 4.791 1.853 -0.2 -1.0 -2.1
C 1.383 5.851 1.438 0.2 2.1 2.1
C 0.896 6.010 0.157 0.2 -0.1 -0.1
C 1.102 4.985 -0.746 -0.1 -0.9 -0.4
C 1.784 3.820 -0.391 0.3 2.1 0.5
H 4.761 4.142 2.394 -0.1 0.1 -0.4
H 5.972 3.739 4.568 0.1 0.5 -0.2
H 5.431 1.902 5.861 0.2 -0.6 0.5
H 3.952 0.000 5.007 0.2 0.1 0.2
H 2.802 0.329 2.833 -1.3 -1.3 -0.6
H 2.462 4.632 2.847 0.2 0.2 0.8
H 1.259 6.647 2.206 -0.3 -0.5 -0.8
H 0.404 6.938 -0.132 0.0 -0.4 0.1
H 0.692 5.056 -1.731 -0.1 0.1 -0.5
H 2.022 3.044 -1.076 -0.3 -0.4 -0.5

Entry 4:
85
Properties=species:S:1:pos:R:3:forces:R:3 method="wB97M-V/def2-TZVPD" total_energy_ev=-97192.2427 de_lowest_kcal_mol=10.39 total_charge=+1 lumo_ev=-2.97
La -0.220 0.906 -0.698 0.6 0.8 -0.9
S -2.270 3.145 -1.053 1.6 -0.3 0.4
C -3.781 2.358 -1.081 -2.3 -1.2 -0.9
C -4.843 3.011 -1.801 0.4 0.0 0.5
C -6.151 2.517 -1.848 0.7 -0.7 0.3
C -6.476 1.323 -1.146 1.8 0.7 0.5
C -5.468 0.621 -0.456 -0.1 0.9 -1.2
C -4.145 1.082 -0.548 0.0 0.4 0.3
S -3.002 -0.036 0.259 0.4 1.5 0.5
C -2.785 1.021 1.821 -0.2 0.0 -0.8
C -1.462 0.654 2.426 0.3 -0.2 0.2
C -1.328 -0.412 3.319 -1.1 -0.6 -0.5
C -0.076 -0.730 3.811 -0.3 -0.4 0.3
C 1.023 0.049 3.494 -0.1 0.1 0.1
C 0.809 1.137 2.628 0.0 -1.4 -0.5
C 1.928 2.072 2.302 -0.3 0.4 1.1
S 2.363 2.252 0.563 -1.0 0.4 -0.2
C 3.867 1.383 0.329 0.6 -1.5 -1.6
C 4.976 1.697 1.084 0.9 -0.7 0.6
C 6.274 1.222 0.749 -0.9 1.5 0.3
C 6.466 0.588 -0.483 -1.1 -0.5 0.6
C 5.327 0.113 -1.180 0.0 0.7 0.3
C 4.004 0.509 -0.818 1.5 0.9 0.8
S 2.738 0.081 -1.901 -1.2 -0.2 0.4
N -0.377 1.342 1.997 0.2 0.0 1.1
H -4.527 3.955 -2.286 -0.6 -0.7 0.2
H -6.890 3.026 -2.478 0.2 -0.2 0.5
H -7.466 0.986 -1.052 -1.2 -0.3 -0.2
H -5.614 -0.310 0.103 -0.4 0.4 -0.4
H -3.675 0.762 2.412 0.6 0.2 0.1
H -2.816 2.104 1.522 0.1 -1.1 0.1
H -2.211 -1.086 3.466 0.9 0.9 0.2
H 0.020 -1.593 4.471 0.1 0.1 -0.2
H 1.995 -0.273 3.915 -0.5 0.8 -0.4
H 2.800 1.759 2.871 0.2 0.1 -0.1
H 1.581 3.033 2.735 0.5 -0.1 -0.6
H 4.784 2.267 1.996 0.5 0.0 -0.3
H 7.105 1.548 1.407 -0.5 -0.4 -0.7
H 7.493 0.461 -0.802 -0.2 -0.5 -0.3
H 5.369 -0.522 -2.080 0.4 0.5 0.5
N -1.150 -6.174 1.365 0.2 0.5 0.6
C -1.107 -7.000 2.489 0.6 1.9 0.5
C -1.578 -8.235 2.805 -0.2 -1.6 0.1
C -1.316 -8.752 4.098 -0.7 -0.8 -2.0
C -0.647 -7.997 5.026 0.7 1.1 1.9
C -0.227 -6.680 4.757 -0.2 -0.5 -0.1
C -0.455 -6.211 3.476 0.2 0.3 -0.9
N -0.084 -4.985 2.927 -0.3 0.5 0.1
C -0.533 -4.966 1.703 -1.0 -1.9 0.1
C -0.419 -3.829 0.781 -0.1 0.2 0.2
C 0.574 -2.948 1.165 1.0 1.1 -0.2
C 0.925 -1.901 0.309 -1.2 -0.8 0.8
N 0.149 -1.645 -0.755 0.6 0.6 -0.9
C -0.834 -2.461 -1.167 0.7 -0.5 1.7
C -1.167 -3.559 -0.380 0.7 -0.2 -0.3
H -1.444 -6.437 0.449 -0.2 -0.1 -0.3
H -2.076 -8.840 2.042 0.1 0.1 0.4
H -1.623 -9.808 4.244 0.2 1.0 0.3
H -0.457 -8.379 6.048 -0.2 0.1 -0.8
H 0.259 -6.014 5.474 -0.1 -0.5 -0.1
H 1.062 -3.059 2.138 0.0 -0.3 -0.6
H 1.818 -1.289 0.539 -0.7 0.0 -0.5
H -1.307 -2.278 -2.124 -0.1 0.4 0.2
H -1.946 -4.185 -0.762 -0.3 -0.5 0.2
C 0.496 7.097 -3.007 0.4 0.4 0.4
C 1.794 6.733 -2.554 -0.5 -1.2 0.1
C 2.066 5.360 -2.433 -1.6 -0.2 -1.0
N 1.102 4.477 -2.843 0.6 -0.1 0.2
C -0.120 4.788 -3.299 1.1 1.3 0.8
C -0.476 6.127 -3.324 -0.2 0.8 -0.3
H 0.300 8.194 -3.063 -0.1 -1.2 -0.1
H 2.557 7.452 -2.266 -0.3 0.0 -0.2
H 3.018 4.875 -2.109 -0.8 0.8 -0.2
H -0.798 4.000 -3.623 0.2 0.0 0.2
H -1.503 6.369 -3.643 0.8 0.2 0.2
N 1.920 2.294 -3.872 -0.4 2.5 -4.8
C 0.997 1.579 -4.821 0.4 1.1 -0.8
C -0.326 1.392 -4.150 -1.9 -1.1 0.5
O -1.403 1.695 -4.673 2.0 -0.3 1.0
O -0.146 0.793 -2.980 -0.8 0.8 -0.8
H 2.676 2.691 -4.482 -0.4 -0.7 0.9
H 2.293 1.658 -3.245 1.3 -1.9 2.3
H 1.488 3.226 -3.436 0.2 -0.6 0.8
H 1.473 0.624 -5.053 -0.3 0.0 -0.1
H 0.836 2.188 -5.739 0.4 -0.4 0.6

Entry 5:
83
Properties=species:S:1:pos:R:3:forces:R:3 method="wB97M-V/def2-TZVPD" total_energy_ev=-91193.1383 de_lowest_kcal_mol=358.93 total_charge=-1 lumo_ev=0.97
Sr 1.141 0.221 0.500 19.1 -2.8 1.3
C -6.453 0.568 -1.298 0.1 0.0 0.0
C -4.958 0.738 -1.212 -0.4 0.0 -0.1
C -4.385 1.517 -0.228 0.4 -0.1 0.4
C -2.989 1.587 -0.085 -0.4 -0.7 -1.5
C -2.215 0.729 -0.897 -0.2 1.8 -1.1
C -2.774 0.218 -2.097 0.2 0.4 1.0
C -4.142 0.183 -2.210 0.2 -0.1 -0.1
S -0.488 1.274 -0.906 -2.3 2.7 -4.4
O -0.447 2.323 -1.873 0.4 0.3 0.2
O 0.440 0.088 -1.327 -4.9 2.3 -5.6
N -0.199 1.754 0.582 -4.4 2.0 -0.8
C -0.685 0.717 1.449 -3.3 3.8 6.4
C -1.899 0.999 2.199 0.6 -1.1 0.1
C -2.395 -0.088 2.901 0.2 0.4 0.1
C -1.601 -1.240 3.012 -0.1 0.4 0.5
C -0.232 -1.053 2.841 0.0 0.6 1.0
N 0.250 0.063 2.291 -3.8 -0.6 3.4
H -6.965 1.273 -0.644 0.0 0.0 0.0
H -6.740 -0.442 -0.996 0.0 0.0 0.0
H -6.805 0.712 -2.320 0.0 0.0 0.0
H -5.014 2.097 0.438 0.0 0.1 -0.1
H -2.478 2.447 0.296 -0.1 0.0 0.8
H -2.080 -0.074 -2.864 -0.2 -0.3 -0.3
H -4.598 -0.259 -3.089 0.0 0.0 0.0
H -2.139 2.028 2.406 -0.6 0.0 -0.4
H -3.344 -0.042 3.422 0.0 0.0 0.0
H -1.987 -2.167 3.404 0.0 0.0 0.1
H 0.496 -1.752 3.238 0.0 0.1 0.1
Te -0.932 -1.324 0.187 -1.1 -7.2 -1.8
C -2.295 -2.722 0.831 -2.2 0.7 -0.8
C -2.254 -4.107 0.917 -0.1 0.5 0.2
C -3.453 -4.790 1.123 0.1 0.2 0.1
C -4.658 -4.101 1.203 -0.1 -0.1 -0.1
C -4.725 -2.721 1.011 0.5 -0.1 -0.1
C -3.537 -2.028 0.802 -0.1 -1.6 0.5
C -1.149 -2.186 -1.789 -0.8 -0.1 -0.2
C -2.408 -2.691 -2.152 0.7 0.1 -0.1
C -2.591 -3.281 -3.401 0.1 0.2 0.4
C -1.538 -3.311 -4.300 -0.1 -0.1 -0.2
C -0.306 -2.775 -3.962 0.2 0.0 0.1
C -0.091 -2.240 -2.699 -0.5 0.1 0.4
H -1.306 -4.623 0.842 0.0 -0.1 0.0
H -3.443 -5.867 1.221 0.0 0.0 0.0
H -5.569 -4.658 1.388 0.0 0.0 0.0
H -5.676 -2.205 0.991 0.0 0.0 0.1
H -3.527 -0.971 0.601 -0.3 0.3 0.1
H -3.244 -2.555 -1.482 0.0 -0.3 -0.1
H -3.558 -3.686 -3.668 0.0 0.0 0.0
H -1.689 -3.743 -5.282 0.0 0.0 0.0
H 0.496 -2.762 -4.690 0.0 -0.1 0.1
H 0.851 -1.804 -2.417 0.3 -0.1 -0.2
C 6.061 1.783 -2.297 0.2 0.1 0.0
C 4.875 1.076 -2.474 -0.1 -0.2 -0.3
C 3.848 1.201 -1.572 0.0 0.9 0.8
C 3.920 2.099 -0.461 -0.1 -0.5 -0.2
C 5.164 2.743 -0.257 0.0 0.0 0.0
C 6.197 2.582 -1.163 -0.1 0.0 -0.1
N 2.849 2.106 0.366 -0.1 1.1 -0.4
C 2.851 2.970 1.453 0.4 -0.5 0.5
C 2.688 2.398 2.740 -0.7 0.4 -0.8
C 2.693 3.197 3.867 -0.1 -0.1 0.2
C 2.881 4.570 3.761 0.1 0.1 0.0
C 3.050 5.143 2.505 0.0 0.0 0.1
C 3.043 4.353 1.366 -0.2 0.1 -0.1
H 6.877 1.691 -3.005 0.0 0.0 0.0
H 4.776 0.407 -3.325 0.0 0.0 0.1
H 2.927 0.647 -1.534 -0.1 -0.4 -0.9
H 5.324 3.299 0.657 0.0 0.1 -0.1
H 7.143 3.081 -0.973 0.0 0.0 0.0
H 2.478 1.329 2.722 0.4 0.3 0.6
H 2.563 2.749 4.848 0.0 0.0 0.0
H 2.892 5.193 4.649 0.0 0.0 0.0
H 3.192 6.216 2.421 0.0 0.0 0.0
H 3.155 4.793 0.381 0.1 0.0 0.0
C 5.353 -1.737 -0.517 -0.1 0.2 0.7
O 5.865 -0.894 0.522 0.1 0.2 0.1
C 5.027 -0.355 1.418 -1.2 -0.4 0.1
S 5.597 0.457 2.734 0.5 0.0 -0.1
S 3.301 -0.555 1.188 4.0 -2.6 1.2
H 6.176 -1.854 -1.214 -0.1 0.0 -0.1
H 4.473 -1.275 -0.948 0.1 0.0 -0.4
H 5.048 -2.686 -0.068 0.1 -0.1 -0.1